(1)
{
  "formula": "CH5IOSi",
  "method": "ωB97M-V with the def2-TZVPD basis set",
  "lumo_ev": -0.434,
  "total_energy_ha": -703.46131,
  "orbital_gap_ev": 8.352,
  "charge": 0,
  "smiles": "C=[SiH]I.O",
  "de_lowest_ev": 3.8264,
  "largest_force_ev_per_a": 2.2,
  "symbols": ["C", "O", "Si", "I", "H", "H", "H", "H", "H"],
  "coordinates": [[-1.12759, 2.55710, 0.30027], [1.10235, -2.59576, -0.09142], [-1.16771, 0.90653, -0.27488], [-3.41426, -0.29490, -0.00949], [-2.15853, 2.91497, 0.39633], [0.75804, -3.39339, 0.31337], [-0.60487, 3.33067, -0.29634], [1.73329, -2.22263, 0.59204], [-0.36735, -0.29805, -0.36624]],
  "forces_ev_per_a": [[-0.3, -0.3, -1.9], [1.2, 0.9, 1.1], [-2.0, 0.3, 1.0], [0.9, 0.6, 0.0], [0.1, -0.2, 0.3], [-0.1, -0.2, 0.1], [0.5, -0.5, 0.9], [-1.1, -0.7, -1.2], [0.8, 0.1, -0.2]],
  "lowdin_charge": [-0.337, -0.096, 0.327, 0.227, -0.047, 0.026, -0.032, 0.069, -0.138]
}

(2)
{
  "formula": "C48H55AgAsN6OSTe",
  "method": "ωB97M-V with the def2-TZVPD basis set",
  "lumo_ev": [0.175, 0.172],
  "s_squared": 0.766,
  "total_energy_ha": -5314.79115,
  "orbital_gap_ev": [6.417, 7.262],
  "charge": 0,
  "de_lowest_ev": 0.9555,
  "multiplicity": 2,
  "largest_force_ev_per_a": 0.3,
  "symbols": ["Ag", "N", "C", "C", "N", "C", "C", "N", "H", "H", "H", "H", "H", "H", "H", "H", "H", "H", "H", "H", "H", "S", "C", "N", "C", "C", "N", "H", "H", "H", "H", "H", "H", "C", "C", "C", "C", "C", "C", "Te", "N", "C", "O", "C", "C", "C", "C", "C", "C", "C", "C", "C", "C", "C", "C", "C", "C", "C", "C", "H", "H", "H", "H", "H", "H", "H", "H", "H", "H", "H", "H", "H", "H", "H", "H", "H", "H", "H", "H", "H", "H", "H", "C", "C", "C", "C", "C", "C", "As", "C", "C", "C", "C", "C", "C", "C", "C", "C", "C", "C", "C", "H", "H", "H", "H", "H", "H", "H", "H", "H", "H", "H", "H", "H"],
  "coordinates": [[-0.03056, 0.72958, -0.31180], [-0.99915, -0.04760, -2.62631], [-1.76098, -1.28301, -2.48892], [-1.01675, -2.25976, -1.58534], [-0.73548, -1.67882, -0.28194], [-1.68287, -1.93870, 0.79767], [-1.74202, -0.78365, 1.80212], [-0.42292, -0.20261, 2.04141], [-1.51838, 0.67754, -3.10310], [-0.13161, -0.19533, -3.13043], [-1.97430, -1.77872, -3.44437], [-2.72723, -1.04102, -2.04220], [-0.05960, -2.51848, -2.04787], [-1.59022, -3.19351, -1.51047], [0.18998, -1.95348, 0.00839], [-1.43995, -2.88102, 1.30918], [-2.68030, -2.06118, 0.36633], [-2.23316, -1.14373, 2.71477], [-2.35896, 0.01823, 1.39900], [0.16221, -0.80094, 2.61412], [-0.50288, 0.69614, 2.50247], [2.47130, 0.56682, -1.74105], [2.97320, 2.01142, -2.42824], [2.16890, 3.00021, -2.83765], [2.91106, 4.18675, -3.25283], [4.35021, 3.64212, -3.36361], [4.25205, 2.37194, -2.65656], [1.22403, 3.02105, -2.48588], [2.82521, 4.98100, -2.50926], [2.54477, 4.55937, -4.20834], [5.06917, 4.30387, -2.88179], [4.65071, 3.49853, -4.40413], [4.97402, 1.67481, -2.63326], [3.52072, 9.18833, -0.48048], [2.75263, 7.90073, -0.36050], [1.37666, 7.86549, -0.54208], [0.64431, 6.68598, -0.40850], [-0.84374, 6.73329, -0.64170], [1.31549, 5.50303, -0.07232], [0.08666, 3.66563, 0.05726], [-1.68007, 2.39383, 0.48859], [-2.83789, 3.02877, 0.42362], [-3.05347, 4.25990, 0.44678], [-4.04209, 2.09963, 0.33365], [-5.24526, 2.49861, 0.90762], [-6.36193, 1.68042, 0.83163], [-6.29561, 0.46660, 0.15808], [-5.10378, 0.07470, -0.43584], [-3.98360, 0.88833, -0.34014], [0.75083, 3.28678, 2.02871], [1.66441, 2.26237, 2.25551], [2.08621, 1.96236, 3.54339], [1.59172, 2.69876, 4.60910], [0.67832, 3.71656, 4.38109], [0.23506, 4.02918, 3.09653], [-0.76770, 5.12618, 2.89035], [2.70716, 5.50996, 0.07463], [3.50048, 4.26022, 0.35315], [3.40183, 6.71010, -0.06275], [2.87245, 10.00243, -0.80385], [4.33541, 9.10048, -1.20176], [3.96345, 9.47281, 0.47613], [0.85248, 8.78318, -0.78985], [-1.18269, 7.76740, -0.70909], [-1.41451, 6.22525, 0.13742], [-1.11925, 6.23694, -1.57642], [-5.28078, 3.46237, 1.39897], [-7.29239, 1.99148, 1.29063], [-7.17187, -0.16601, 0.08988], [-5.05268, -0.86316, -0.97850], [-3.04234, 0.59846, -0.78984], [2.05214, 1.68918, 1.41938], [2.80197, 1.16505, 3.70587], [1.91259, 2.48000, 5.62017], [0.28766, 4.28429, 5.21788], [-1.14283, 5.48847, 3.84786], [-1.61268, 4.78875, 2.28510], [-0.30913, 5.96931, 2.36599], [3.04635, 3.37946, -0.10480], [3.56859, 4.06132, 1.42446], [4.51787, 4.36028, -0.03212], [4.48149, 6.70990, 0.06421], [7.34190, -2.81627, 1.90697], [6.99546, -1.81269, 1.01378], [5.65795, -1.53879, 0.76447], [4.65970, -2.27993, 1.39218], [5.01105, -3.28653, 2.28321], [6.34982, -3.54842, 2.54226], [2.82457, -1.78778, 0.95146], [1.84836, -3.01925, 2.09664], [1.58286, -2.86260, 3.45007], [0.78438, -3.78825, 4.10849], [0.24427, -4.86124, 3.40913], [0.50199, -5.02142, 2.05729], [1.31157, -4.10409, 1.39307], [1.65672, -4.13470, -0.04118], [1.25448, -5.10720, -0.95130], [1.64072, -5.00589, -2.27944], [2.42070, -3.93893, -2.70672], [2.82312, -2.95954, -1.80603], [2.44535, -3.06244, -0.47555], [8.38461, -3.02362, 2.11085], [7.76493, -1.23451, 0.51778], [5.38950, -0.73907, 0.08163], [4.24424, -3.87081, 2.77630], [6.61629, -4.33077, 3.24191], [2.00107, -2.02508, 3.99851], [0.57700, -3.67007, 5.16432], [-0.38579, -5.57592, 3.92313], [0.07166, -5.86123, 1.52569], [0.64123, -5.93975, -0.62965], [1.33309, -5.76503, -2.98742], [2.71592, -3.86738, -3.74602], [3.40618, -2.11451, -2.14646]],
  "forces_ev_per_a": [[-0.1, -0.1, -0.2], [0.1, 0.1, 0.0], [-0.1, -0.1, 0.0], [0.0, -0.1, 0.0], [0.1, 0.1, 0.0], [0.0, 0.0, 0.0], [-0.1, 0.0, 0.1], [0.0, 0.0, 0.0], [-0.1, 0.0, 0.0], [0.0, 0.0, 0.0], [0.0, 0.0, 0.0], [0.0, 0.0, 0.0], [0.0, 0.0, 0.0], [0.0, 0.0, 0.0], [0.0, -0.1, 0.1], [0.0, 0.0, 0.0], [0.0, 0.0, 0.0], [0.0, 0.0, 0.0], [0.0, 0.0, 0.0], [0.0, 0.0, 0.0], [0.0, 0.0, 0.0], [0.1, -0.1, 0.1], [-0.1, 0.0, 0.0], [0.0, 0.0, -0.1], [0.0, 0.0, 0.0], [0.0, 0.1, 0.0], [-0.1, -0.1, 0.0], [0.0, 0.1, 0.0], [0.0, 0.0, 0.0], [0.0, 0.0, 0.0], [0.0, 0.0, 0.0], [0.0, 0.0, 0.0], [0.0, 0.0, 0.0], [0.0, 0.0, 0.0], [-0.1, 0.0, 0.0], [0.0, 0.0, 0.0], [0.1, 0.1, 0.1], [-0.1, 0.0, 0.0], [0.0, 0.1, 0.0], [0.1, 0.2, 0.0], [0.0, -0.2, 0.0], [-0.1, 0.1, 0.0], [0.0, -0.2, 0.0], [0.0, 0.2, 0.1], [0.1, 0.0, 0.0], [0.0, 0.0, 0.0], [0.0, 0.0, 0.0], [0.0, 0.0, 0.0], [0.1, -0.1, -0.1], [0.0, -0.1, 0.0], [0.0, 0.0, 0.0], [0.0, 0.0, 0.0], [0.0, 0.0, 0.0], [0.0, 0.0, 0.0], [0.0, 0.0, 0.0], [0.0, 0.1, 0.0], [0.1, 0.1, 0.0], [0.0, 0.0, 0.0], [0.0, 0.0, 0.0], [0.0, 0.0, 0.0], [0.0, 0.0, 0.0], [0.0, 0.0, 0.0], [0.0, 0.0, 0.0], [0.0, 0.0, 0.0], [0.0, 0.0, 0.0], [0.0, 0.0, 0.0], [0.0, 0.0, 0.0], [0.0, 0.0, 0.0], [0.0, 0.0, 0.0], [0.0, 0.0, 0.0], [0.0, 0.0, 0.0], [0.0, 0.0, 0.0], [0.0, 0.0, 0.0], [0.0, 0.0, 0.0], [0.0, 0.0, 0.0], [0.0, 0.0, 0.0], [0.0, 0.0, 0.0], [0.0, 0.0, 0.0], [0.0, 0.0, 0.0], [0.0, 0.0, 0.0], [0.0, 0.0, 0.0], [0.0, 0.0, 0.0], [0.0, 0.0, 0.0], [0.0, 0.0, 0.0], [0.1, 0.0, 0.0], [0.0, 0.0, -0.1], [0.0, 0.0, 0.0], [0.0, 0.0, 0.0], [-0.1, 0.1, 0.2], [0.0, 0.0, 0.0], [0.0, 0.0, 0.0], [0.0, 0.0, 0.0], [0.0, 0.0, 0.0], [0.0, 0.0, 0.0], [0.0, 0.1, 0.1], [0.0, 0.0, 0.0], [0.0, 0.0, 0.0], [0.0, 0.0, 0.0], [0.1, 0.0, 0.0], [-0.1, -0.1, 0.0], [0.1, 0.0, 0.0], [0.0, 0.0, 0.0], [0.0, 0.0, 0.0], [0.0, 0.0, 0.0], [0.0, 0.0, 0.0], [0.0, 0.0, 0.0], [0.0, 0.0, 0.0], [0.0, 0.0, 0.0], [0.0, 0.0, 0.0], [0.0, 0.0, 0.0], [0.0, 0.0, 0.0], [0.0, 0.0, 0.0], [0.0, 0.0, 0.0], [0.0, 0.0, 0.0]],
  "mulliken_spin": [-0.068, -0.003, -0.001, 0.000, 0.003, -0.001, 0.022, -0.002, 0.000, 0.001, 0.000, 0.001, 0.000, 0.000, 0.000, 0.000, 0.001, 0.000, -0.033, 0.000, -0.002, 0.004, 0.000, 0.000, 0.000, 0.000, 0.001, 0.004, 0.000, 0.000, 0.000, 0.000, 0.000, 0.000, -0.006, 0.017, -0.090, 0.076, 0.165, 0.249, 0.628, -0.019, 0.010, 0.037, -0.001, 0.001, 0.002, -0.001, 0.032, 0.043, -0.007, 0.003, -0.004, 0.003, -0.032, 0.035, -0.043, 0.010, 0.016, 0.000, 0.000, 0.000, -0.001, 0.005, -0.018, -0.001, 0.001, 0.000, 0.000, 0.000, -0.028, 0.001, 0.000, 0.000, 0.000, 0.001, -0.004, -0.004, -0.009, 0.002, 0.000, 0.004, 0.000, 0.000, 0.000, 0.000, 0.000, 0.000, 0.002, 0.000, 0.000, 0.000, 0.000, 0.000, 0.000, 0.000, 0.000, 0.000, 0.000, 0.000, 0.000, 0.000, 0.000, 0.000, 0.000, 0.000, 0.000, 0.000, 0.000, 0.000, 0.000, 0.000, 0.000, 0.000]
}

(3)
{
  "formula": "C21H36Cl3N2O4SiYb",
  "method": "ωB97M-V with the def2-TZVPD basis set",
  "lumo_ev": [0.155, -0.339],
  "s_squared": 0.766,
  "total_energy_ha": -4061.09497,
  "orbital_gap_ev": [6.809, 6.315],
  "charge": 0,
  "de_lowest_ev": 2.0961,
  "multiplicity": 2,
  "largest_force_ev_per_a": 3.6,
  "symbols": ["C", "C", "H", "H", "H", "C", "C", "H", "H", "H", "H", "Yb", "Cl", "Cl", "C", "O", "N", "C", "C", "H", "H", "H", "H", "H", "H", "H", "H", "H", "C", "C", "N", "H", "C", "O", "H", "H", "H", "H", "O", "C", "C", "C", "H", "C", "H", "C", "H", "C", "C", "H", "H", "H", "Si", "Cl", "C", "C", "C", "H", "H", "H", "H", "H", "H", "H", "H", "H", "O", "C"],
  "coordinates": [[1.89400, -1.31310, -4.47463], [1.25212, 0.03649, -4.16565], [2.22622, -1.45924, -5.51730], [1.10529, -2.04204, -4.22216], [2.73486, -1.51074, -3.79202], [0.82152, 0.90028, -5.15812], [0.67668, 0.52611, -6.58349], [0.33080, 1.80417, -4.84371], [0.46599, -0.54326, -6.72433], [1.58312, 0.77216, -7.14735], [-0.15530, 1.09304, -7.02667], [-0.71804, -1.23653, 1.12957], [2.11652, -0.65253, 0.38342], [-0.97005, -3.83638, 2.01130], [0.41823, 1.88524, 1.02980], [-0.52982, 1.06488, 0.98669], [0.22995, 3.20549, 1.06158], [-1.11702, 3.75286, 1.16471], [1.34433, 4.14675, 1.12716], [1.46332, 1.52799, 1.04680], [-1.84742, 2.96171, 0.95864], [-1.22991, 4.56784, 0.44472], [-1.27799, 4.16852, 2.16878], [2.26023, 3.65855, 0.76476], [1.50137, 4.50225, 2.15858], [1.12744, 5.01610, 0.49454], [-1.77635, -1.40128, -3.61810], [-2.51207, 1.43412, -3.94870], [-2.78797, -1.36049, -3.18268], [-3.38390, 1.02759, -3.41136], [-3.00460, -0.07755, -2.52810], [-2.90562, -2.16328, -2.44877], [-2.71663, 0.11430, -1.22915], [-2.22455, -0.73421, -0.44834], [-3.85339, 1.83152, -2.83326], [-2.99035, 1.10997, -0.84448], [-3.52355, -1.44666, -3.98916], [-4.08838, 0.65271, -4.16071], [0.10701, -0.36898, -3.08358], [1.13716, 0.44142, -2.70263], [-0.30317, 2.49803, -2.26793], [0.93805, 1.88783, -2.39688], [-1.17923, 1.86847, -2.18922], [-0.38880, 3.88649, -2.31017], [1.86232, -0.05449, -2.06571], [2.10810, 2.66058, -2.33566], [-1.36884, 4.35722, -2.29195], [0.75695, 4.66173, -2.40146], [2.01635, 4.05444, -2.38093], [3.08575, 2.14662, -2.29991], [0.69274, 5.75599, -2.46855], [2.94241, 4.65487, -2.41664], [0.10576, -4.38932, -0.23478], [-0.10761, -2.29980, -0.99498], [-1.47354, -5.46872, -0.26886], [1.73484, -4.38158, 0.73869], [0.84929, -5.51243, -1.65934], [-2.39715, -4.87950, -0.36338], [-1.50347, -6.05015, 0.66534], [-1.43240, -6.19202, -1.09811], [0.14182, -5.59276, -2.51065], [0.95220, -6.49885, -1.17087], [1.84281, -5.15643, -1.99628], [2.15018, -3.37900, 0.89651], [2.46969, -4.96853, 0.17427], [1.57128, -4.87608, 1.70005], [1.63978, -0.09222, 3.67515], [1.11096, -0.69622, 2.84527]],
  "forces_ev_per_a": [[0.0, -0.1, 0.3], [0.2, -1.4, 1.5], [-0.2, 0.3, 0.5], [0.6, 0.0, -0.4], [-0.2, 0.1, -0.3], [-0.9, 0.4, -0.6], [-0.2, 0.0, -0.4], [0.1, 0.4, 0.1], [0.1, 0.2, 0.0], [-0.1, -0.1, -0.1], [0.3, -0.2, 0.0], [0.6, 0.1, 1.4], [0.4, 0.1, 0.2], [-0.3, 1.2, 0.7], [-0.5, -0.1, 0.0], [0.6, 1.1, 0.3], [-0.1, -0.1, 0.1], [0.0, 0.1, 0.0], [0.1, -0.1, 0.2], [-0.3, 0.2, -0.2], [0.3, 0.3, 0.1], [0.0, -0.1, 0.0], [0.0, -0.2, -0.1], [-0.3, 0.2, 0.1], [-0.1, -0.1, -0.3], [0.1, -0.3, 0.1], [-0.4, 0.0, 0.3], [-0.2, -0.2, 0.2], [0.4, -0.2, -0.1], [0.1, 0.0, 0.2], [0.1, 0.2, 0.5], [0.1, 0.1, -0.2], [0.1, -0.7, 0.3], [-2.0, 1.4, -1.5], [0.1, -0.2, -0.1], [0.1, 0.0, -0.2], [0.1, -0.1, 0.2], [0.0, 0.1, 0.3], [-1.2, 0.8, -0.5], [1.2, -0.2, -0.5], [0.4, -0.1, -0.4], [0.4, 0.0, 0.3], [0.0, 0.1, -0.2], [-0.3, 0.0, 0.2], [0.1, 0.1, 0.3], [0.0, 0.2, -0.2], [0.1, 0.0, 0.0], [0.4, 0.5, 0.0], [0.4, -0.3, 0.1], [-0.6, 0.4, -0.2], [-0.1, -0.5, 0.0], [-0.7, -0.3, 0.1], [1.0, -1.6, -1.4], [0.6, -3.1, -1.8], [-0.2, 0.0, 0.1], [-0.2, -0.2, 0.3], [0.0, 1.3, -0.5], [0.2, -0.2, 0.3], [-0.2, 0.3, -0.2], [0.0, 0.4, 0.2], [0.6, -0.1, 0.3], [0.0, 0.3, -0.2], [-0.5, -0.4, 0.0], [-0.2, -0.1, 0.1], [-0.2, 0.2, 0.1], [0.2, 0.2, 0.0], [-0.9, -1.5, -2.3], [0.9, 1.6, 2.9]],
  "mulliken_spin": [0.013, 0.035, -0.004, -0.005, 0.000, 0.526, -0.045, 0.131, 0.011, 0.047, 0.008, 0.001, 0.001, 0.000, -0.001, 0.000, 0.000, 0.000, 0.000, 0.000, 0.000, 0.000, 0.000, 0.000, 0.000, 0.000, 0.002, -0.001, 0.001, -0.001, 0.005, -0.002, -0.007, 0.000, 0.000, -0.001, 0.000, 0.000, 0.240, 0.039, -0.016, 0.001, 0.006, -0.006, 0.002, 0.008, 0.000, 0.004, -0.002, -0.002, 0.001, 0.001, 0.002, 0.005, 0.000, 0.000, 0.000, 0.000, 0.000, 0.000, 0.000, 0.000, 0.000, 0.000, 0.000, 0.000, 0.000, 0.000]
}